No. 1
Computed, not measured: a molecular structure, C17H32Br3IN3O3SSi2 at a distorted geometry, with the ωB97M-V functional and the def2-TZVPD basis.

E_LUMO (eV): -4.74
Kohn-Sham gap (eV): 6.8
Total charge: +1

Atoms and positions in Å:
C 1.4242 0.7286 5.9969
C 1.4576 1.7289 5.1266
C 1.5474 2.9276 4.0599
I 2.3292 4.5110 5.4272
N 0.2770 3.6920 3.7153
C 0.6147 4.3287 2.4295
N -0.3316 5.0609 1.8263
Br -2.0590 5.3709 2.4951
N 1.9998 4.0120 2.0644
C 3.0085 5.0596 1.9273
C 2.5382 6.3428 1.3809
C 2.3727 2.6514 2.6632
C 1.6342 1.7197 1.5271
Br -0.0573 0.8114 2.1873
C 2.4615 0.5145 0.8839
C 1.7977 0.2522 -0.6024
Br 2.0005 -1.1815 1.8959
S 4.2306 2.3047 2.8351
C 4.5605 0.5588 3.4779
O 4.9402 3.2065 3.8216
O 4.9678 2.5758 1.5072
H 1.6828 0.1549 6.9748
H -0.6019 3.1419 3.7666
H -0.1225 5.4989 0.8977
H 4.1125 5.0611 2.2294
H 1.9972 6.4473 0.3750
H 2.7596 7.2575 2.0690
H 1.2453 2.3705 0.6390
H 3.5716 0.6305 0.6758
H 2.1659 1.1068 -1.2806
H 0.6507 0.2335 -0.5794
H 2.2126 -0.7319 -1.0679
H 5.4590 0.5423 4.2159
H 3.6181 0.2783 4.1026
H 4.7049 -0.1400 2.5796
O -2.0454 -3.6971 -3.0120
Si -2.7003 -3.7564 -4.5529
C -2.9426 -2.0131 -5.2169
C -4.3683 -4.6227 -4.5150
C -1.5992 -4.6840 -5.7502
Si -2.4525 -3.0646 -1.5176
C -1.1448 -3.4191 -0.2208
C -4.0732 -3.8074 -0.9241
C -2.6566 -1.1974 -1.6358
H -3.6981 -1.4788 -4.6344
H -3.2735 -2.0418 -6.2585
H -2.0061 -1.4513 -5.1662
H -4.2752 -5.6087 -4.0510
H -4.7581 -4.7526 -5.5273
H -5.0940 -4.0403 -3.9418
H -1.4467 -5.7168 -5.4293
H -0.6229 -4.2015 -5.8416
H -2.0581 -4.7027 -6.7454
H -1.0077 -4.4953 -0.0872
H -1.4447 -2.9928 0.7404
H -0.1844 -2.9787 -0.5027
H -4.9007 -3.5036 -1.5729
H -4.3018 -3.4728 0.0929
H -4.0181 -4.8985 -0.9232
H -3.5036 -0.9415 -2.2765
H -1.7556 -0.7407 -2.0594
H -2.8343 -0.7677 -0.6484


No. 2
Computed, not measured: a molecular structure, C17H32Br6O15 at a distorted geometry, with the ωB97M-V functional and the def2-TZVPD basis.

E_LUMO (eV): -0.18
Kohn-Sham gap (eV): 9.7
Total charge: 0

Atoms and positions in Å:
C 9.8311 18.6220 12.9698
O 8.5027 18.5548 13.4565
C 8.2875 17.5900 14.3419
O 9.1471 16.7247 14.5632
O 7.1066 17.6329 14.8917
C 6.5569 16.4661 15.4339
H 10.1081 17.7179 12.4039
H 10.5795 18.7204 13.7339
H 9.8935 19.4709 12.3036
H 5.9653 16.8290 16.2576
H 7.3191 15.7187 15.6626
H 5.7829 16.0528 14.7700
C 7.3004 17.0425 9.0755
O 8.6657 16.5709 9.2869
C 8.8118 15.8449 10.3811
O 7.9335 15.6817 11.1771
O 10.1129 15.5684 10.5102
C 10.4965 14.7368 11.5943
H 7.0920 17.7346 9.8605
H 6.5428 16.2471 9.1578
H 7.1710 17.3925 8.0636
H 11.6182 14.7640 11.6276
H 10.2655 13.6902 11.5147
H 10.1377 15.0662 12.5817
C 10.1743 13.7467 15.8165
O 9.7426 13.0447 14.6377
C 10.6194 12.1383 14.1329
O 11.5392 11.6779 14.7365
O 10.1875 11.8832 12.8977
C 10.9880 11.0976 12.0728
H 9.4941 14.6515 15.8873
H 11.2253 14.1055 15.7317
H 10.0680 13.1013 16.7508
H 11.7089 11.7503 11.5261
H 10.3777 10.5722 11.3381
H 11.5548 10.3022 12.6255
C 13.8849 11.2251 17.1749
O 13.5715 9.8880 16.7918
C 13.9116 9.6475 15.5081
O 14.6121 10.3251 14.7995
O 13.2884 8.5061 15.1398
C 13.8614 7.9082 14.0074
H 13.6627 11.9332 16.3488
H 14.9761 11.3075 17.4296
H 13.2588 11.3732 18.0763
H 13.8050 8.4953 13.0838
H 13.2169 7.0645 13.8516
H 14.9167 7.5618 14.2913
C 11.6587 15.1139 7.1689
O 12.8483 15.7885 7.6126
C 13.4069 15.3027 8.7468
O 12.9955 14.3024 9.3348
O 14.4370 16.0161 9.2112
C 14.9238 17.1975 8.5037
H 11.0255 14.8820 8.0322
H 11.9745 14.2402 6.6225
H 11.0688 15.7357 6.4787
H 14.1219 17.9546 8.4211
H 15.2541 16.9479 7.4988
H 15.6918 17.5171 9.1502
C 16.8864 21.7240 12.0498
Br 18.5966 22.6503 11.9590
Br 15.9314 21.7093 10.3632
Br 15.7940 22.5776 13.4109
H 17.1107 20.6987 12.3113
C 14.7389 15.4117 12.6085
Br 13.9687 13.8698 13.4923
Br 16.4445 15.9662 13.1118
Br 13.5271 16.8321 13.0120
H 14.7181 15.1649 11.5746


No. 3
Computed, not measured: a molecular structure, C17H32CeIN2O5P2 at a distorted geometry, with the ωB97M-V functional and the def2-TZVPD basis.

E_LUMO (alpha / beta) (eV): -9.03 / -9.07
Kohn-Sham gap (alpha / beta) (eV): 5.3 / 5.3
⟨S²⟩: 0.772
Total charge: +2
2S+1: 2

Atoms and positions in Å:
C 2.9744 -8.4401 -1.2798
C 2.8079 -7.2309 -0.4026
H 3.6069 -9.1730 -0.7725
H 3.4183 -8.1322 -2.2306
H 1.9884 -8.8598 -1.4978
O 3.2584 -7.0385 0.6773
I 1.5234 -5.6825 -1.3894
Ce 0.0662 -1.2633 0.1462
P -1.8398 -2.2880 0.9762
C -2.3409 -1.8927 2.6938
C -3.3490 -1.9342 0.0002
H -4.2059 -2.5036 0.3765
H -2.7075 -4.5587 1.2853
H -3.1488 -2.2006 -1.0407
H -1.5136 -4.4407 -0.0482
H -2.5150 -0.8168 2.7819
H -3.5679 -0.8643 0.0512
C -1.7563 -4.1179 0.9675
H -3.2519 -2.4330 2.9719
H -0.9576 -4.4450 1.6383
H -1.5332 -2.1653 3.3786
P 1.9190 -0.3824 -0.9324
C 2.9681 0.7956 -0.0003
C 3.1094 -1.6505 -1.5069
H 0.9275 -0.1306 -3.1102
H 2.4184 0.8587 -2.9853
H 0.8986 1.4024 -2.2140
C 1.5108 0.5323 -2.4661
H 2.5651 -2.3712 -2.1223
H 3.9209 -1.1973 -2.0868
H 3.8092 1.1411 -0.6102
H 3.3490 0.3070 0.9007
H 3.5244 -2.1733 -0.6410
H 2.3644 1.6543 0.3062
C 0.3840 -0.3476 1.6874
O 0.5883 0.2407 2.6784
C 0.5747 5.1176 -1.5191
C -0.8663 4.6219 -1.3536
C -1.2035 3.7827 -0.0680
C -0.7903 4.4732 1.2837
C 0.6713 4.3853 1.7433
C -2.6878 3.6890 0.0338
O -3.3860 4.6897 -0.0674
N -3.2216 2.5655 0.5190
C -2.5265 1.4093 0.6890
O -3.0836 0.5984 1.3585
N -1.2476 1.1803 0.1872
C -0.6086 2.3621 -0.1440
O 0.5497 2.3507 -0.3821
H 0.8191 5.8560 -0.7308
H 0.6628 5.6623 -2.4823
H 1.3178 4.2980 -1.5273
H -1.4791 5.5506 -1.3626
H -1.1480 4.0275 -2.2505
H -1.1209 5.5355 1.2746
H -1.3430 3.9689 2.1140
H 1.3868 4.8653 1.0607
H 0.7593 4.8880 2.7309
H 0.9691 3.3267 1.8944
H -4.2114 2.5972 0.8179


No. 4
Computed, not measured: a molecular structure, C17H32Cl2EuO2P2 at a distorted geometry, with the ωB97M-V functional and the def2-TZVPD basis.

E_LUMO (alpha / beta) (eV): 0.17 / 0.15
Kohn-Sham gap (alpha / beta) (eV): 6.4 / 6.6
⟨S²⟩: 15.761
Total charge: 0
2S+1: 8

Atoms and positions in Å:
P -1.0285 1.4407 1.2353
P 1.8101 0.5266 0.4011
C -0.9181 0.2175 -0.1808
C 0.3959 -0.5643 -0.1367
H -1.0120 0.7947 -1.1151
H -1.7770 -0.4668 -0.1306
H 0.3387 -1.3986 0.5801
H 0.6385 -0.9709 -1.1317
C 2.4554 1.0119 -1.2323
H 3.4278 1.5006 -1.0838
H 1.7669 1.7119 -1.7219
H 2.5731 0.0943 -1.8336
C 3.1021 -0.6916 0.8532
H 3.2093 -1.3989 0.0181
H 2.8230 -1.2130 1.7771
H 4.0377 -0.1393 1.0176
C -2.3829 2.5460 0.7082
H -2.6488 3.1856 1.5622
H -3.2463 1.9422 0.3951
H -2.0338 3.1809 -0.1172
C -1.9268 0.4164 2.4612
H -1.2686 -0.3584 2.8714
H -2.7908 -0.0454 1.9689
H -2.2648 1.0640 3.2795
Eu 1.4572 2.3417 2.6884
C -0.3382 -3.4507 -2.3302
C -0.1074 -2.4507 -3.1899
C -1.0331 -1.9728 -4.2720
C -2.5510 -2.1536 -4.0185
C -3.0350 -1.6166 -2.7012
C -3.0589 -2.2502 -1.5233
C -2.6623 -3.6757 -1.2668
C -1.5875 -4.2757 -2.2076
C -0.0512 4.1379 3.4850
H 0.4640 -3.7682 -1.6522
H 0.8836 -1.9799 -3.2084
H -0.7912 -2.4678 -5.2291
H -0.8384 -0.9013 -4.4343
H -3.0621 -1.5701 -4.8019
H -2.8367 -3.1996 -4.1843
H -3.4494 -0.6024 -2.7705
H -3.5045 -1.7451 -0.6570
H -3.5492 -4.3326 -1.3068
H -2.2888 -3.7423 -0.2329
H -1.2870 -5.2353 -1.7557
H -2.0339 -4.5227 -3.1782
H 0.4609 4.2684 4.4518
H -1.1263 3.9621 3.6105
H 0.1470 5.0039 2.8322
Cl 6.6226 3.1447 3.4446
C 5.1266 3.6479 4.2333
Cl 4.7733 5.3838 4.1077
C 3.9342 2.9193 3.5929
O 3.1035 2.3756 4.4052
O 3.7559 2.9563 2.3323
H 5.1831 3.3854 5.2913